[1]
C3H3ClN2O | the ωB97M-V functional and the def2-TZVPD basis

```
10
Properties=species:S:1:pos:R:3
Cl 3.52 -0.89 0.02
C 0.67 -0.40 0.05
H -1.52 1.54 0.09
C 1.93 1.37 -0.02
N -0.56 1.85 0.02
O 2.64 2.30 0.05
H 0.33 -0.78 1.01
C 0.42 1.15 -0.05
H 0.36 -1.04 -0.64
N 2.12 0.00 -0.16
```

Values from the calculation:
Orbital gap ... 10.081 eV
Calculated total energy ... -20707.03934 eV
Strongest force on any atom ... 4.3 eV/A
Multiplicity ... 1
Relative energy (zero: lowest compared OMol25 entry of this formula, charge and spin) ... 241.2 kJ/mol
SMILES ... [H]/N=C1\CN(Cl)C1=O
Net charge ... 0

[2]
C3H3ClN2OS | the ωB97M-V functional and the def2-TZVPD basis

```
11
Properties=species:S:1:pos:R:3
S -3.51 0.60 0.58
H -0.03 0.09 1.06
C 0.13 0.97 -1.81
H 0.80 -1.71 -0.61
N 0.46 -0.24 -1.92
C 0.46 -0.76 -0.74
Cl -3.58 -0.50 -1.21
C -0.11 1.39 -0.52
N 0.18 0.23 0.14
O -2.34 0.30 1.35
H -0.16 2.43 -0.30
```

Values from the calculation:
Orbital gap (alpha / beta) ... 8.418 / 6.997 eV
Calculated total energy ... -31540.70987 eV
Strongest force on any atom ... 3.8 eV/A
Multiplicity ... 1
Relative energy (zero: lowest compared OMol25 entry of this formula, charge and spin) ... 369.0 kJ/mol
Net charge ... 0

[3]
C3H3ClN2S | the ωB97M-V functional and the def2-TZVPD basis

```
10
Properties=species:S:1:pos:R:3
C -0.20 0.96 -0.55
Cl -1.83 0.92 -1.26
C 0.73 0.26 -1.51
H 0.11 1.96 -0.62
H -1.24 -1.32 0.45
C 0.03 0.14 0.84
S 0.96 0.67 2.05
N -0.31 -1.26 0.98
H 0.32 -1.76 1.73
N 1.44 -0.56 -2.10
```

Values from the calculation:
Orbital gap ... 8.516 eV
Calculated total energy ... -29494.87716 eV
Strongest force on any atom ... 8.3 eV/A
Multiplicity ... 1
Relative energy (zero: lowest compared OMol25 entry of this formula, charge and spin) ... 235.7 kJ/mol
SMILES ... N#C[C@@H](Cl)C(N)=S
Net charge ... 0

[4]
C3H3ClN2S | the ωB97M-V functional and the def2-TZVPD basis

```
10
Properties=species:S:1:pos:R:3
S -2.25 1.44 0.11
N 0.61 -1.21 0.41
N -0.60 -0.60 0.28
H 0.95 -1.58 -0.48
C 1.61 0.86 0.09
Cl 3.23 0.79 0.06
C 0.47 1.48 0.03
H -1.42 -1.16 0.49
H 0.34 2.55 -0.09
C -0.78 0.72 0.16
```

Values from the calculation:
Orbital gap (alpha / beta) ... 7.271 / 7.271 eV
Calculated total energy ... -29492.83970 eV
Strongest force on any atom ... 4.1 eV/A
Multiplicity ... 1
Relative energy (zero: lowest compared OMol25 entry of this formula, charge and spin) ... 432.3 kJ/mol
Net charge ... 0